# 1
13
Properties=species:S:1:pos:R:3 method="wB97M-V/def2-TZVPD" gap_ev=8.550 total_energy_ev=-11208.628 total_charge=0 e_above_lowest_kcal_mol=43.2 e_homo_ev=-9.9
H 1.799 1.240 1.521
N 2.175 0.282 1.413
C 1.403 -0.442 0.671
N 1.768 -1.686 0.386
C 0.119 0.068 0.029
C -0.396 -0.768 -1.042
N -0.794 -1.497 -1.837
C -0.547 1.119 0.430
C -1.817 1.493 -0.073
N -2.873 1.810 -0.447
H 2.545 -2.042 0.929
H 1.348 -2.184 -0.389
H -0.204 1.800 1.243


# 2
18
Properties=species:S:1:pos:R:3 method="wB97M-V/def2-TZVPD" gap_ev="9.065 / 9.064" total_energy_ev=-30234.835 total_charge=0 e_above_lowest_kcal_mol=0.0 smiles="O=C1NC(=O)[C@@](O)(c2nc(=O)[nH]s2)N1" e_homo_ev="-9.6 / -9.6"
O -3.543 1.046 1.413
C -2.591 0.485 0.983
N -2.371 -0.916 0.952
C -1.117 -1.258 0.478
O -0.657 -2.187 -0.013
C -0.310 0.034 0.601
O 0.327 0.088 1.963
C 0.826 0.183 -0.363
N 2.012 -0.356 -0.323
C 2.865 -0.206 -1.310
O 4.025 -0.493 -1.390
N 2.134 0.602 -2.273
S 0.574 0.927 -1.845
N -1.451 0.995 0.509
H -3.091 -1.600 1.239
H 1.095 -0.241 1.896
H 2.475 0.890 -3.164
H -1.201 2.008 0.647


# 3
18
Properties=species:S:1:pos:R:3 method="wB97M-V/def2-TZVPD" gap_ev=7.504 total_energy_ev=-46691.349 total_charge=0 e_above_lowest_kcal_mol=0.0 smiles="S=C1S[C@]12C=NN=N2.Sc1cn[nH]n1" e_homo_ev=-8.9
S 0.689 0.593 -2.185
C 0.665 1.368 -0.808
S -0.208 2.382 0.247
C 1.441 1.561 0.469
C 2.696 2.292 0.508
N 3.501 1.581 1.212
N 2.792 0.490 1.694
N 1.629 0.485 1.328
H 2.888 3.208 0.072
S -3.573 -0.265 -1.102
C -2.285 -1.088 -0.324
C -1.895 -2.422 -0.511
N -0.747 -2.561 0.146
N -0.516 -1.427 0.754
N -1.406 -0.468 0.481
H -3.784 -1.283 -2.072
H -2.289 -3.208 -1.022
H 0.402 -1.236 1.115